No. 1
C32H40BF4GeNPRuS | ωB97M-V/def2-TZVPD

Its net charge is +1. For the LUMO energy, the calculation gives -3.39 eV. The spin multiplicity is 1. The gap between HOMO and LUMO comes out at 8.4708 eV. The largest force on an atom is 0.62 eV Å⁻¹. The energy above the lowest of the compared OMol25 structures with the same formula, charge and spin is 0.00 kcal/mol.

Each line ends with the Mulliken charge.
Positions of all 82 atoms, in Å:
Ru  0.021  0.520  -1.148  0.654
S  -2.515  0.201  -1.390  -0.739
C  -2.309  1.580  -0.274  0.656
C  -3.296  2.489  0.036  -1.032
C  -2.988  3.497  0.939  -0.551
C  -1.719  3.545  1.492  -1.274
C  -0.768  2.623  1.089  -0.490
N  -1.054  1.673  0.200  1.458
H  -4.277  2.386  -0.406  0.582
H  -3.735  4.230  1.212  0.469
H  -1.450  4.303  2.212  0.527
H  0.244  2.642  1.473  0.245
C  3.025  -1.045  0.748  -1.931
C  3.055  0.480  0.773  0.467
C  2.437  1.003  2.066  -1.936
P  2.253  1.190  -0.742  1.390
C  2.431  3.013  -0.433  0.987
C  3.865  3.516  -0.259  -1.985
C  1.700  3.860  -1.477  -1.388
C  3.414  0.779  -2.142  0.842
C  4.893  0.655  -1.761  -1.675
C  3.002  -0.491  -2.892  -1.341
H  3.494  -1.444  1.650  0.566
H  3.544  -1.467  -0.110  0.300
H  1.994  -1.405  0.723  0.151
H  4.094  0.816  0.724  1.002
H  1.363  0.793  2.104  0.115
H  2.597  2.072  2.208  0.363
H  2.893  0.492  2.916  0.574
H  1.931  3.164  0.531  0.044
H  4.400  3.524  -1.208  0.404
H  4.442  2.946  0.469  0.357
H  3.822  4.548  0.092  0.500
H  1.981  3.589  -2.495  0.247
H  1.956  4.910  -1.329  0.515
H  0.620  3.761  -1.398  0.054
H  3.294  1.632  -2.818  0.436
H  5.077  -0.247  -1.176  0.304
H  5.288  1.504  -1.211  0.334
H  5.470  0.560  -2.682  0.504
H  3.038  -1.363  -2.240  0.198
H  3.709  -0.667  -3.706  0.610
H  2.013  -0.418  -3.330  0.042
C  -2.238  0.819  4.416  -0.614
C  -3.404  0.683  3.674  -0.804
C  -3.380  0.005  2.464  -0.513
C  -2.187  -0.527  1.977  0.538
C  -1.025  -0.391  2.731  -0.287
C  -1.049  0.276  3.947  -0.677
Ge  -2.219  -1.433  0.246  0.741
C  -3.698  -2.685  0.104  0.574
C  -4.068  -3.396  1.244  -0.195
C  -5.072  -4.351  1.172  -0.686
C  -5.710  -4.596  -0.035  -0.511
C  -5.350  -3.884  -1.172  -0.770
C  -4.345  -2.931  -1.103  -0.442
C  -0.512  -2.286  -0.211  0.673
C  -0.049  -2.416  -1.523  -0.158
C  0.984  -3.295  -1.823  -0.662
C  1.553  -4.070  -0.824  -0.563
C  1.089  -3.967  0.484  -0.536
C  0.070  -3.082  0.786  -0.894
H  -2.259  1.339  5.365  0.426
H  -4.333  1.096  4.044  0.455
H  -4.301  -0.117  1.902  0.472
H  -0.085  -0.792  2.366  0.222
H  -0.142  0.366  4.531  0.478
H  -3.583  -3.199  2.195  0.363
H  -5.356  -4.900  2.060  0.417
H  -6.493  -5.340  -0.090  0.395
H  -5.853  -4.070  -2.112  0.427
H  -4.075  -2.380  -1.997  0.336
H  -0.512  -1.871  -2.341  0.489
H  1.324  -3.385  -2.846  0.495
H  2.345  -4.767  -1.064  0.437
H  1.518  -4.583  1.263  0.459
H  -0.290  -3.028  1.808  0.382
F  0.040  0.058  -3.547  -0.256
B  -0.106  1.451  -3.843  0.152
F  1.070  1.972  -4.284  -0.333
F  -1.211  1.720  -4.561  -0.292
F  -0.333  2.011  -2.432  -0.299

***

No. 2
C14H22F6HgN10O6SSb | ωB97M-V/def2-TZVPD

Its net charge is -1. For the LUMO energy, the calculation gives 1.73 eV. The spin multiplicity is 1. The gap between HOMO and LUMO comes out at 7.5660 eV. The largest force on an atom is 0.58 eV Å⁻¹. The energy above the lowest of the compared OMol25 structures with the same formula, charge and spin is 24.43 kcal/mol.

Each line ends with the Mulliken charge.
Positions of all 61 atoms, in Å:
Hg  -0.243  0.154  1.252  2.004
N  -2.253  1.089  0.276  -0.837
C  -3.085  0.067  -0.373  1.130
C  -3.649  0.506  -1.727  -1.563
C  -2.633  0.870  -2.822  0.330
C  -2.277  -0.282  -3.758  -1.108
N  -1.307  -1.199  -3.160  -0.138
C  0.001  -0.994  -3.171  0.778
N  0.742  -1.527  -2.183  -0.400
N  0.600  -0.419  -4.220  -0.403
C  -2.370  -1.289  -0.586  -0.497
O  -3.002  -2.160  -1.202  -0.755
O  -1.156  -1.440  -0.214  -0.459
H  -2.609  1.283  1.220  0.210
H  -2.256  1.966  -0.230  0.234
H  -3.934  -0.161  0.272  0.375
H  -4.294  1.371  -1.554  0.417
H  -4.289  -0.304  -2.078  0.462
H  -1.710  1.268  -2.397  -0.119
H  -3.051  1.667  -3.438  0.462
H  -1.874  0.108  -4.690  0.407
H  -3.169  -0.860  -3.997  0.381
H  -1.678  -1.746  -2.381  0.371
H  0.275  -1.536  -1.275  0.110
H  1.713  -1.263  -2.154  0.296
H  0.049  0.103  -4.885  0.184
H  1.523  -0.035  -4.092  0.258
N  -0.244  -3.480  1.662  -0.352
C  0.731  -2.963  2.431  0.465
N  1.149  -3.668  3.486  -0.684
C  2.150  -3.111  4.154  0.358
N  2.662  -3.807  5.204  -0.386
N  2.728  -1.930  3.883  -0.620
C  2.209  -1.315  2.832  -0.072
N  1.264  -1.790  2.045  -0.315
C  2.737  0.061  2.521  0.752
C  3.729  0.617  3.310  -0.500
C  4.146  1.911  3.040  -0.477
C  3.566  2.596  1.989  -0.708
C  2.591  1.957  1.241  -0.204
N  2.186  0.716  1.497  -0.268
H  -0.795  -4.201  2.095  0.272
H  -0.727  -2.833  1.043  0.175
H  2.101  -4.562  5.556  0.263
H  3.224  -3.285  5.852  0.253
H  4.135  0.036  4.123  0.475
H  4.907  2.377  3.652  0.409
H  3.845  3.613  1.747  0.410
H  2.120  2.458  0.408  0.551
F  0.486  2.011  -2.573  -0.625
Sb  0.441  3.214  -4.041  2.435
F  -1.162  3.920  -3.363  -0.565
F  1.488  4.457  -3.096  -0.572
F  -0.578  1.958  -5.061  -0.609
F  1.983  2.307  -4.673  -0.576
F  0.415  4.356  -5.528  -0.546
O  -0.365  1.444  3.082  -0.751
S  -1.542  0.634  3.678  1.101
O  -1.399  0.529  5.112  -0.692
O  -1.452  -0.740  3.022  -0.739
O  -2.791  1.275  3.240  -0.785

***

No. 3
C2H10N2OSi | ωB97M-V/def2-TZVPD

As for the SMILES: CCN[Si@H](N)O. Its net charge is 0. For the LUMO energy, the calculation gives 0.60 eV. The spin multiplicity is 1. The gap between HOMO and LUMO comes out at 9.9619 eV. The largest force on an atom is 2.82 eV Å⁻¹. The energy above the lowest of the compared OMol25 structures with the same formula, charge and spin is 29.05 kcal/mol.

Each line ends with the Mulliken charge.
Positions of all 16 atoms, in Å:
C  -0.432  -0.935  2.012  -1.031
C  0.630  -0.016  1.103  -0.233
N  -0.101  1.045  0.310  -0.396
Si  0.200  0.935  -1.460  0.534
N  -1.071  -0.103  -2.281  -0.596
O  1.842  0.507  -1.914  -0.534
H  -1.165  -0.262  2.657  0.295
H  -1.016  -1.590  1.203  0.289
H  0.220  -1.665  2.694  0.302
H  1.295  0.560  1.909  0.201
H  1.236  -0.787  0.465  0.192
H  -1.129  0.791  0.419  0.275
H  -0.035  2.297  -2.006  -0.138
H  -1.968  0.213  -1.849  0.248
H  -0.880  -1.119  -2.107  0.261
H  2.373  0.130  -1.152  0.329

***

No. 4
C4H5N3 | ωB97M-V/def2-TZVPD

Its net charge is 0. For the LUMO energy, the calculation gives -0.17 eV. The spin multiplicity is 1. The gap between HOMO and LUMO comes out at 8.0669 eV. The largest force on an atom is 1.19 eV Å⁻¹. The energy above the lowest of the compared OMol25 structures with the same formula, charge and spin is 105.32 kcal/mol.

Each line ends with the Mulliken charge.
Positions of all 12 atoms, in Å:
N  -2.939  0.316  0.228  -0.445
C  -1.933  -0.261  0.174  0.407
C  -0.609  -0.836  0.066  -0.342
C  0.718  0.453  -1.586  -0.417
N  1.437  0.857  -0.582  -0.251
C  1.381  0.415  0.628  -0.130
N  0.293  -0.324  1.047  -0.238
H  -0.587  -1.919  -0.063  0.288
H  -0.024  -0.540  -1.122  0.259
H  0.203  1.268  -2.114  0.194
H  2.137  0.669  1.363  0.402
H  -0.077  -0.099  1.962  0.273